[1]
ORCA calculation (ωB97M-V/def2-TZVPD) on a structure of composition C6H14NS.

As for the charge: -1. As for the gap between HOMO and LUMO: 5.500 eV. For the electronic energy, the calculation gives -689.83261 hartree. For the HOMO energy, the calculation gives -2.381 eV. For the energy above the lowest of the compared OMol25 structures with the same formula, charge and spin, the calculation gives 374.7 kJ/mol.

CARTESIAN COORDINATES (ANGSTROEM)
C1 -1.6880 1.4701 1.6984
C2 -1.4636 0.7488 3.0640
S1 -2.4949 1.4675 4.3269
C3 -0.6885 1.2488 0.5439
N1 0.0038 -0.3103 0.1086
C4 0.9304 -0.1920 -0.9855
C5 0.9762 -1.6255 -1.6164
C6 2.0302 -1.7306 -2.7106
H1 -2.6797 1.2146 1.3205
H2 -1.5512 2.5108 1.9557
H3 -1.6746 -0.3117 2.9351
H4 -0.3857 0.9318 3.1733
H5 0.2761 1.5968 0.8969
H6 -0.9794 1.8839 -0.3097
H7 -0.9865 0.1794 -0.1319
H8 0.6891 0.4956 -1.8145
H9 1.9738 -0.0243 -0.6588
H10 1.0152 -2.2856 -0.7571
H11 -0.0297 -1.8772 -1.9871
H12 3.0227 -1.4056 -2.4127
H13 2.0759 -2.7706 -3.0569
H14 1.6284 -1.2147 -3.5821

Cartesian forces, eV/Å:
-0.097 -1.870 -0.245
0.468 0.482 -1.703
-0.241 0.238 0.538
2.965 2.059 1.992
-3.409 1.823 0.663
-0.010 -1.152 -1.047
-0.714 0.995 0.470
-1.003 -1.189 -0.074
-0.283 0.528 0.246
-0.505 0.515 -0.293
0.311 -0.146 0.036
0.042 -0.495 0.712
0.000 0.697 -0.055
0.148 -0.417 -0.221
0.745 -3.440 -1.375
-0.020 0.221 0.419
-0.311 0.504 0.172
0.860 -0.416 0.051
0.243 0.335 -0.334
0.009 0.201 -0.077
0.331 0.022 0.161
0.471 0.500 -0.035

Results of the Löwdin charge analysis, in e, for atoms 1 through 8:
1. C -0.326
2. C -0.845
3. S 0.083
4. C -0.191
5. N -0.049
6. C -0.342
7. C -0.283
8. C -0.130

[2]
ORCA calculation (ωB97M-V/def2-TZVPD) on an isolated molecule of C2H5N3O.

As for the charge: 0. As for the gap between HOMO and LUMO: 9.931 eV. For the electronic energy, the calculation gives -318.63471 hartree. The SMILES is N/N=C\NC=O. For the HOMO energy, the calculation gives -9.043 eV. For the energy above the lowest of the compared OMol25 structures with the same formula, charge and spin, the calculation gives 304.0 kJ/mol.

CARTESIAN COORDINATES (ANGSTROEM)
N1 -0.4897 -0.9438 -1.1177
N2 0.1378 -1.5139 -0.0740
C1 0.5772 -0.7412 0.8543
N3 0.1616 0.5644 0.8790
C2 0.2516 1.3609 -0.1915
O1 0.3338 2.5491 -0.2166
H1 -0.9838 -1.7775 -1.3838
H2 -1.2221 -0.1271 -0.8880
H3 0.9790 -1.2277 1.6689
H4 -0.0275 1.1420 1.6803
H5 0.2823 0.7149 -1.2108

Cartesian forces, eV/Å:
-3.361 0.080 -0.639
2.375 0.475 1.788
-2.443 -1.052 -1.824
-0.165 1.724 1.419
1.099 -1.526 -4.871
-0.376 1.461 0.829
-0.879 0.236 -1.347
1.710 -2.435 -0.230
1.093 -0.445 1.776
0.384 -0.472 0.966
0.561 1.953 2.132

Results of the Löwdin charge analysis, in e, for atoms 1 through 8:
1. N -0.072
2. N -0.056
3. C -0.188
4. N 0.062
5. C -0.424
6. O 0.053
7. H 0.082
8. H 0.147

[3]
ORCA calculation (ωB97M-V/def2-TZVPD) on an isolated molecule of C4H7NO2.

As for the charge: 0. As for the gap between HOMO and LUMO: 10.351 eV. For the electronic energy, the calculation gives -361.83589 hartree. The SMILES is C[C@@H](C=O)C(N)=O. For the HOMO energy, the calculation gives -9.816 eV. For the energy above the lowest of the compared OMol25 structures with the same formula, charge and spin, the calculation gives 118.1 kJ/mol.

CARTESIAN COORDINATES (ANGSTROEM)
C1 -0.3023 -1.5664 0.4332
C2 -0.6953 -0.1631 0.0151
C3 -0.2168 0.8766 1.1476
O1 0.8872 0.9571 1.6685
C4 0.0103 0.2853 -1.2169
N1 1.0579 1.1718 -0.9451
O2 -0.4424 0.1934 -2.3491
H1 -0.7219 -2.2987 -0.2645
H2 -0.6542 -1.7787 1.4485
H3 0.7832 -1.7104 0.4301
H4 -1.7738 -0.0537 -0.1321
H5 -1.0921 1.3035 1.6651
H6 1.4484 1.6748 -1.7328
H7 1.7119 1.1085 -0.1676

Cartesian forces, eV/Å:
0.058 -0.603 0.185
1.405 1.101 1.410
-0.218 -2.099 1.532
-1.635 -0.122 -1.046
0.239 2.239 -1.501
0.650 -0.153 -1.011
0.368 -0.497 0.884
-0.029 0.123 0.176
-0.035 -0.096 -0.215
-0.142 0.210 0.031
0.226 -0.010 0.030
0.095 0.670 -0.146
-0.234 -0.483 -0.176
-0.746 -0.280 -0.152

Results of the Löwdin charge analysis, in e, for atoms 1 through 8:
1. C -0.051
2. C -0.241
3. C -0.174
4. O 0.025
5. C -0.505
6. N 0.144
7. O 0.060
8. H 0.091

[4]
ORCA calculation (ωB97M-V/def2-TZVPD) on the ion C2H5O3S with charge -1.

As for the charge: -1. As for the gap between HOMO and LUMO: 8.117 eV. For the electronic energy, the calculation gives -703.04263 hartree. The SMILES is C=[S@@](=O)([O-])OC. For the HOMO energy, the calculation gives -3.984 eV. For the energy above the lowest of the compared OMol25 structures with the same formula, charge and spin, the calculation gives 279.6 kJ/mol.

CARTESIAN COORDINATES (ANGSTROEM)
C1 -2.0415 -1.3507 0.3587
S1 -0.9369 0.2718 -0.0420
O1 -1.3543 1.2127 -1.0498
O2 -0.5343 0.9636 1.2049
O3 0.6241 -0.3591 -0.4889
C2 1.6112 0.5632 -0.2362
H1 -1.4060 -1.5749 1.2584
H2 -1.5196 -1.9544 -0.5011
H3 1.0522 1.2894 0.4164
H4 2.0238 0.8877 -1.2245
H5 2.4814 0.0507 0.3041

Cartesian forces, eV/Å:
2.660 1.383 -1.655
0.270 -1.379 2.560
-0.209 -0.384 -0.855
-1.203 -0.571 -0.315
-2.179 -1.279 -0.622
1.468 0.256 0.229
-0.358 -0.076 -0.483
-0.949 0.558 1.257
1.867 0.307 -0.578
-0.262 0.482 0.819
-1.106 0.704 -0.357

Results of the Löwdin charge analysis, in e, for atoms 1 through 8:
1. C -0.242
2. S 0.595
3. O -0.380
4. O -0.444
5. O -0.383
6. C -0.236
7. H -0.077
8. H -0.052

[5]
ORCA calculation (ωB97M-V/def2-TZVPD) on a cluster of 2 separate species, C4H12 in total.

As for the charge: 0. As for the gap between HOMO and LUMO: 12.907 eV. For the electronic energy, the calculation gives -159.57827 hartree. The SMILES is CC.CC. For the HOMO energy, the calculation gives -11.757 eV. For the energy above the lowest of the compared OMol25 structures with the same formula, charge and spin, the calculation gives 17.6 kJ/mol.

CARTESIAN COORDINATES (ANGSTROEM)
C1 1.0929 2.3986 0.6103
C2 1.2458 0.8958 0.8897
H1 1.9902 2.9460 0.9041
H2 0.9103 2.5652 -0.4494
H3 0.2988 2.8253 1.2238
H4 1.7304 0.7764 1.8619
H5 0.2779 0.4112 1.0224
H6 1.8118 0.4075 0.1012
C3 -0.9095 -2.2354 -0.2901
C4 -1.3641 -1.1219 -1.2551
H7 -0.3091 -3.0170 -0.7526
H8 -0.3096 -1.7954 0.5022
H9 -1.8622 -2.6416 0.0458
H10 -0.5852 -0.5397 -1.7474
H11 -2.0739 -1.4653 -2.0093
H12 -1.9444 -0.4097 -0.6573

Cartesian forces, eV/Å:
0.128 -0.286 0.249
-0.181 0.556 0.633
0.117 -0.085 -0.230
-0.186 0.241 0.051
-0.177 -0.005 -0.240
0.268 -0.208 -0.196
-0.043 -0.018 -0.389
0.068 -0.183 0.119
-0.315 0.638 -0.954
-0.254 0.330 0.338
-0.117 -0.028 -0.149
-0.212 -0.154 0.298
0.370 -0.397 0.610
0.188 -0.237 0.027
0.229 -0.246 -0.096
0.117 0.081 -0.073

Results of the Löwdin charge analysis, in e, for atoms 1 through 8:
1. C -0.167
2. C -0.171
3. H 0.058
4. H 0.058
5. H 0.060
6. H 0.062
7. H 0.042
8. H 0.063

[6]
ORCA calculation (ωB97M-V/def2-TZVPD) on a structure of composition C13H16Cl3NOP2Rh.

As for the charge: +3. As for the gap between HOMO and LUMO: 7.177 eV. For the electronic energy, the calculation gives -2807.73679 hartree. For the HOMO energy, the calculation gives -19.836 eV. For the energy above the lowest of the compared OMol25 structures with the same formula, charge and spin, the calculation gives 43.0 kJ/mol.

CARTESIAN COORDINATES (ANGSTROEM)
Rh1 -1.3026 -1.3159 0.6607
C1 -2.0833 0.2501 3.4516
P1 -0.6582 0.0422 2.3884
C2 -0.0466 1.6629 1.9309
C3 0.6740 -0.9023 3.1371
C4 1.2086 -0.5115 4.3581
C5 2.4256 -1.0374 4.7908
C6 3.1305 -1.9100 3.9822
C7 2.6264 -2.2677 2.7315
C8 1.3890 -1.7942 2.3154
P2 0.9257 -1.8600 0.5798
C9 2.0045 -0.7573 -0.3322
C10 1.0273 -3.4926 -0.1535
H1 -1.7733 0.8718 4.2992
H2 -2.4589 -0.7037 3.8196
H3 -2.8765 0.7834 2.9220
H4 0.3361 2.1236 2.8476
H5 -0.8557 2.2868 1.5441
H6 0.7587 1.6122 1.2009
H7 0.6875 0.1932 4.9972
H8 2.8226 -0.7394 5.7524
H9 4.0872 -2.3019 4.3021
H10 3.2153 -2.9246 2.1005
H11 2.9739 -1.2645 -0.3973
H12 2.1426 0.1903 0.1842
H13 1.6469 -0.5885 -1.3497
H14 1.9661 -3.9464 0.1828
H15 1.0568 -3.4060 -1.2415
H16 0.2023 -4.1391 0.1439
Cl1 -0.6223 -3.2056 5.6202
C11 -0.6480 -4.1800 4.1601
Cl2 -2.0122 -5.2720 4.1340
Cl3 0.8648 -5.0233 3.8728
C12 -0.8995 -3.2576 2.9979
N1 -1.4235 -2.7921 2.0814
O1 -1.1578 0.8628 -1.4783
C13 -1.2050 0.0774 -0.6877

Cartesian forces, eV/Å:
0.048 -0.294 0.391
-0.043 -0.036 -0.021
-0.080 -0.175 0.014
-0.158 0.050 -0.098
0.452 0.537 -0.168
-0.151 -0.040 0.213
-0.120 0.068 0.016
-0.010 -0.080 -0.137
0.054 -0.261 0.021
0.476 0.597 -0.204
-0.164 -0.108 0.089
-0.096 0.006 -0.139
-0.048 -0.011 -0.017
-0.007 -0.010 0.006
0.018 -0.004 0.019
0.008 0.016 0.000
0.015 0.011 -0.013
-0.009 -0.005 0.013
0.040 0.003 0.034
-0.003 -0.002 -0.014
0.008 -0.007 0.004
0.000 -0.001 0.012
-0.014 -0.001 0.001
0.016 0.029 0.023
0.024 0.001 0.011
0.014 -0.040 -0.009
0.005 0.001 -0.023
-0.014 0.003 -0.001
0.019 -0.013 0.041
0.050 0.024 0.054
0.099 0.274 -0.216
-0.055 -0.090 0.048
0.043 0.007 0.023
-1.373 -1.334 0.193
0.795 0.700 -0.053
-0.018 0.025 0.008
0.175 0.160 -0.120

Results of the Löwdin charge analysis, in e, for atoms 1 through 8:
1. Rh 0.723
2. C -0.161
3. P 0.882
4. C -0.163
5. C -0.404
6. C -0.054
7. C 0.009
8. C 0.010